The following is a DFT calculation (ωB97M-V with the def2-TZVPD basis set) of one molecule with the formula C22H31N3O2.

Positions of all 58 atoms, in Å:
C 2.223 5.443 -0.296
C 1.935 4.214 -1.137
H 2.830 3.877 -1.673
H 1.152 4.409 -1.877
O 1.498 3.167 -0.269
C 1.101 2.035 -0.857
O 1.111 1.882 -2.051
C 0.718 0.963 0.160
C -0.026 1.581 1.348
C -1.389 2.123 0.895
N -2.232 1.129 0.266
C -1.550 0.535 -0.868
C -0.180 -0.070 -0.531
H 0.296 -0.404 -1.454
H -0.314 -0.937 0.115
H -2.197 -0.233 -1.296
H -1.417 1.322 -1.617
C -2.793 0.156 1.194
C -3.837 -0.672 0.524
C -5.002 -0.245 -0.083
N -5.622 -1.340 -0.564
N -4.936 -2.448 -0.306
C -3.855 -2.064 0.346
H -3.133 -2.788 0.668
C -6.864 -1.401 -1.278
H -6.807 -0.821 -2.201
H -7.054 -2.445 -1.519
H -7.681 -1.015 -0.666
H -5.405 0.739 -0.203
H -2.039 -0.520 1.630
H -3.249 0.723 2.014
H -1.926 2.545 1.750
H -1.235 2.924 0.165
H 0.565 2.387 1.785
H -0.184 0.819 2.112
C 2.072 0.339 0.572
C 2.004 -0.654 1.732
H 1.148 -1.319 1.610
H 1.888 -0.117 2.675
C 3.275 -1.513 1.801
C 3.367 -2.435 0.618
C 4.252 -2.186 -0.423
C 4.294 -3.019 -1.529
C 3.450 -4.112 -1.608
C 2.567 -4.372 -0.573
C 2.528 -3.540 0.530
H 1.841 -3.750 1.337
H 1.908 -5.226 -0.627
H 3.480 -4.760 -2.471
H 4.987 -2.811 -2.331
H 4.915 -1.335 -0.368
H 3.250 -2.103 2.720
H 4.151 -0.862 1.839
H 2.760 1.144 0.844
H 2.478 -0.169 -0.306
H 2.559 6.253 -0.936
H 1.326 5.754 0.232
H 2.997 5.224 0.435

SMILES string ... CCOC(=O)C1(CCCc2ccccc2)CCN(Cc2cnn(C)c2)CC1
Charge ... 0
E_tot ... -1171.66928 Ha
Frontier orbital gap ... 8.96 eV

Here are the Löwdin charges for atoms 1 to 5, given in e: -0.063 -0.217 0.130 0.128 -0.012